No. 1
Formula: C37H43CdO3Si
Source: the Open Molecules 2025 dataset
Level of theory: ωB97M-V/def2-TZVPD

Structure (XYZ):
```
85
Properties=species:S:1:pos:R:3:mulliken_charge:R:1
O 1.473 0.707 -3.305 -0.330
C 1.099 2.104 -3.142 0.104
C 0.862 2.279 -4.655 -0.431
H 1.923 2.712 -2.738 0.143
H 0.191 2.248 -2.533 -0.243
C 1.409 0.823 -4.763 1.471
H 1.441 3.108 -5.092 -0.169
H -0.181 2.368 -4.951 0.351
C 2.847 0.646 -5.254 -1.563
H 3.487 1.410 -4.787 0.327
H 2.921 0.677 -6.348 0.400
H 3.226 -0.325 -4.900 0.290
C 0.408 -0.163 -5.343 -1.456
H -0.599 0.255 -5.184 0.326
H 0.442 -1.146 -4.855 0.212
H 0.599 -0.310 -6.414 0.406
Cd -0.830 0.842 1.132 0.722
C -2.675 -0.794 -0.796 0.165
C -2.820 0.402 -0.018 -0.738
C -2.160 1.469 -0.755 -2.001
H -3.590 0.541 0.746 0.810
C -1.755 0.915 -1.993 0.102
C -2.011 -0.465 -1.981 -0.817
H -1.757 -1.159 -2.787 0.313
H -3.072 -1.772 -0.532 0.334
H -2.198 2.524 -0.501 0.675
H -1.410 1.459 -2.878 0.882
C 0.410 -2.581 -0.488 0.262
C 0.328 -2.807 -1.883 -1.876
C 1.341 -2.036 -2.519 -0.212
H -0.425 -3.423 -2.376 0.332
C 1.995 -1.264 -1.512 -1.153
C 1.425 -1.609 -0.250 -0.792
H 1.715 -1.208 0.710 0.579
H -0.205 -3.070 0.268 0.720
H 1.557 -2.034 -3.585 0.942
H 2.782 -0.535 -1.673 0.430
O 3.058 4.782 -3.274 -0.288
C 3.381 5.032 -4.669 -0.333
C 4.070 6.403 -4.902 -0.520
H 2.422 5.020 -5.213 0.207
H 3.993 4.218 -5.088 0.295
C 3.855 7.136 -3.577 -0.399
H 3.577 6.934 -5.724 0.272
H 5.141 6.275 -5.126 0.243
C 3.337 6.046 -2.604 -0.574
H 3.068 7.896 -3.676 0.243
H 4.778 7.597 -3.214 0.266
H 2.400 6.363 -2.130 0.276
H 4.073 5.865 -1.810 0.290
O -0.251 -0.753 2.375 -0.791
Si -1.018 -1.646 3.492 0.574
C -2.862 -1.676 3.142 0.426
C -3.778 -0.844 3.794 -0.272
C -5.142 -0.887 3.462 -0.567
C -5.603 -1.773 2.482 -0.539
C -4.694 -2.626 1.849 -0.451
C -3.339 -2.594 2.196 -0.269
C -0.596 -3.487 3.613 0.119
C -1.405 -4.427 4.281 0.016
C -1.076 -5.792 4.290 -0.636
C 0.062 -6.241 3.611 -0.401
C 0.880 -5.311 2.961 -0.541
C 0.567 -3.944 2.987 -0.296
C -0.608 -0.915 5.163 0.476
C -0.958 0.414 5.433 -0.281
C -0.620 0.997 6.660 -0.695
C 0.075 0.267 7.624 -0.406
C 0.402 -1.072 7.372 -0.643
C 0.048 -1.663 6.151 -0.359
H -3.436 -0.179 4.589 0.260
H -5.847 -0.234 3.982 0.357
H -6.666 -1.815 2.222 0.340
H -5.032 -3.338 1.092 0.365
H -2.662 -3.324 1.743 0.340
H -2.319 -4.113 4.795 0.391
H -1.720 -6.508 4.808 0.350
H 0.300 -7.308 3.584 0.343
H 1.762 -5.650 2.412 0.384
H 1.238 -3.238 2.493 0.262
H -1.546 0.985 4.708 0.306
H -0.950 2.019 6.867 0.336
H 0.319 0.719 8.592 0.340
H 0.898 -1.669 8.140 0.366
H 0.234 -2.724 5.978 0.301
```

Summary:
- net charge = -1
- HOMO energy (eV) = -2.438

No. 2
Formula: C37H43Ge2N3PbSSeSi
Source: the Open Molecules 2025 dataset
Level of theory: ωB97M-V/def2-TZVPD

Structure (XYZ):
```
89
Properties=species:S:1:pos:R:3:mulliken_charge:R:1
Pb -0.600 0.382 0.832 1.410
C -2.585 -3.404 -1.110 -0.829
Ge -3.349 -1.600 -0.768 0.753
C -4.167 -1.576 1.036 -1.062
C -4.888 -1.326 -2.057 -1.345
C -2.061 -0.147 -0.999 -1.347
H -3.169 -4.182 -0.620 0.366
H -1.578 -3.422 -0.708 0.110
H -2.535 -3.623 -2.175 0.340
H -4.819 -2.430 1.205 0.422
H -4.749 -0.671 1.188 0.299
H -3.377 -1.600 1.779 0.209
H -5.667 -2.071 -1.915 0.357
H -4.544 -1.385 -3.085 0.367
H -5.327 -0.344 -1.907 0.365
H -2.548 0.801 -1.210 0.452
H -1.350 -0.356 -1.791 0.429
S 0.519 -2.289 0.335 -0.534
C 1.880 -1.335 1.081 -0.226
N 3.178 -1.834 0.608 0.065
C 3.787 -2.822 1.314 -0.534
C 3.481 -3.024 2.616 -1.011
C 2.436 -2.214 3.168 -0.257
N 1.725 -1.396 2.493 0.464
H 3.204 -1.887 -0.400 0.304
H 4.571 -3.373 0.801 0.388
H 3.990 -3.753 3.224 0.372
H 2.208 -2.287 4.227 0.421
Se -1.099 -0.946 3.621 -0.411
C -2.382 -0.039 4.649 0.361
C -2.426 -0.192 6.042 -0.415
C -3.366 0.498 6.771 -0.299
N -4.285 1.301 6.242 -0.711
C -4.246 1.442 4.918 -0.471
C -3.327 0.830 4.095 -0.160
H -1.707 -0.839 6.528 0.352
H -3.393 0.422 7.856 0.332
H -5.003 2.100 4.500 0.348
H -3.329 1.011 3.031 0.343
C 1.664 0.054 0.580 -0.788
Ge 2.644 1.492 1.517 0.290
C 3.429 2.307 -0.130 0.057
C 2.988 3.432 -0.809 -0.078
C 3.574 3.812 -2.007 -0.333
C 4.587 3.049 -2.566 -0.644
C 5.008 1.898 -1.919 -0.703
C 4.433 1.541 -0.716 -0.242
C 1.548 2.627 2.737 0.903
C 0.926 1.923 3.762 -0.575
C 0.048 2.543 4.629 -0.698
C -0.217 3.893 4.481 -0.878
C 0.407 4.610 3.475 -0.381
C 1.284 3.982 2.610 0.030
C 4.289 1.332 2.684 0.280
C 4.258 0.610 3.870 0.133
C 5.330 0.621 4.744 -0.901
C 6.459 1.365 4.451 -0.458
C 6.508 2.087 3.271 -0.664
C 5.434 2.066 2.399 -0.347
H 2.160 3.999 -0.409 -0.279
H 3.234 4.706 -2.517 0.346
H 5.036 3.336 -3.510 0.348
H 5.781 1.276 -2.356 0.371
H 4.754 0.638 -0.207 0.423
H 1.122 0.865 3.870 0.290
H -0.449 1.973 5.404 0.501
H -0.911 4.384 5.149 0.380
H 0.195 5.667 3.359 0.323
H 1.756 4.552 1.822 0.304
H 3.383 0.026 4.110 0.155
H 5.286 0.052 5.665 0.386
H 7.297 1.386 5.139 0.345
H 7.387 2.675 3.034 0.376
H 5.483 2.637 1.480 0.288
C -0.336 5.788 -2.569 -1.128
Si -0.470 5.569 -0.667 0.134
C 0.933 6.707 -0.003 -1.043
C -2.101 6.436 -0.136 -1.141
C -0.445 3.801 -0.170 0.325
C -0.460 2.622 0.159 -0.607
H -0.326 6.835 -2.867 0.293
H -1.166 5.307 -3.075 0.342
H 0.575 5.329 -2.939 0.274
H 0.803 7.738 -0.335 0.444
H 1.906 6.375 -0.355 0.301
H 0.963 6.716 1.083 0.293
H -2.045 7.519 -0.231 0.325
H -2.335 6.206 0.899 0.291
H -2.937 6.092 -0.739 0.317
```

Summary:
- net charge = -2
- HOMO energy (spin up / spin down) (eV) = -1.258 / -1.258

No. 3
Formula: C37H43InN9O6PS
Source: the Open Molecules 2025 dataset
Level of theory: ωB97M-V/def2-TZVPD

Structure (XYZ):
```
98
Properties=species:S:1:pos:R:3:mulliken_charge:R:1
In 0.350 0.514 -0.166 2.671
N 0.048 2.722 -1.518 -0.295
C -0.086 2.494 -2.969 -1.142
C 0.599 1.192 -3.342 -0.488
N 0.209 0.021 -2.518 0.419
C 1.187 -1.055 -2.796 -1.255
C 1.114 -2.199 -1.796 0.621
N 1.111 -1.678 -0.414 -0.357
C -1.167 -0.443 -2.773 0.195
C -2.245 0.338 -2.019 -1.156
N -1.891 0.566 -0.596 -0.198
H -0.563 3.478 -1.224 0.275
H 0.998 3.032 -1.333 0.244
H 0.382 3.287 -3.557 0.561
H -1.139 2.496 -3.235 0.275
H 1.669 1.329 -3.196 0.193
H 0.431 0.974 -4.402 0.565
H 2.177 -0.603 -2.744 0.405
H 1.051 -1.451 -3.808 0.483
H 1.970 -2.851 -1.971 0.564
H 0.220 -2.806 -1.933 -0.590
H 2.048 -1.635 -0.024 0.440
H 0.577 -2.300 0.188 -0.321
H -1.230 -1.481 -2.448 -0.627
H -1.393 -0.412 -3.843 0.525
H -3.170 -0.238 -2.080 0.661
H -2.442 1.299 -2.482 0.326
H -2.247 -0.228 -0.054 -0.517
H -2.351 1.406 -0.261 0.357
N -0.185 -0.588 2.033 -0.037
C -0.759 -1.773 2.691 -0.737
C -0.422 -1.968 4.030 -0.738
C -0.886 -3.070 4.720 -0.820
C -1.701 -3.996 4.075 -0.881
C -2.035 -3.799 2.750 -0.306
C -1.573 -2.686 2.035 0.223
P -2.063 -2.486 0.284 2.987
C -3.846 -2.888 0.382 0.220
C -4.630 -2.012 1.137 -0.843
C -6.003 -2.173 1.209 -0.686
C -6.614 -3.210 0.513 -0.594
C -5.843 -4.090 -0.228 -0.694
C -4.463 -3.931 -0.297 -0.081
C -1.261 -3.882 -0.564 -0.117
C -1.572 -4.073 -1.916 -0.741
C -0.920 -5.045 -2.659 -0.832
C 0.076 -5.817 -2.070 -0.793
C 0.412 -5.613 -0.741 -0.940
C -0.251 -4.649 0.012 -0.162
H 0.813 -0.582 2.249 0.296
H -0.538 0.213 2.550 0.318
H 0.220 -1.250 4.528 0.517
H -0.608 -3.212 5.756 0.428
H -2.075 -4.860 4.607 0.481
H -2.682 -4.508 2.248 0.514
H -4.159 -1.217 1.710 0.311
H -6.596 -1.496 1.809 0.438
H -7.688 -3.331 0.555 0.412
H -6.312 -4.909 -0.756 0.458
H -3.877 -4.643 -0.864 0.365
H -2.338 -3.467 -2.388 0.525
H -1.187 -5.199 -3.696 0.494
H 0.584 -6.578 -2.646 0.448
H 1.187 -6.211 -0.280 0.496
H 0.015 -4.514 1.054 0.448
N 0.850 6.396 4.249 -0.342
C -0.232 5.892 3.644 -0.146
S -1.692 6.631 3.587 -0.287
C -0.031 4.600 2.915 0.873
C -1.073 3.683 2.809 -1.107
C -0.901 2.559 2.038 -0.580
N 0.231 2.289 1.361 0.329
C 1.238 3.160 1.478 -0.226
C 1.152 4.308 2.246 -1.163
H 0.763 7.282 4.722 0.233
H 1.710 5.885 4.354 0.203
H -2.008 3.871 3.318 0.472
H -1.712 1.846 1.938 0.609
H 2.145 2.941 0.933 0.548
H 1.998 4.981 2.276 0.468
O 2.515 0.265 1.128 -0.724
C 3.058 0.818 0.151 -0.044
O 2.352 1.183 -0.857 -0.601
C 4.517 1.095 0.141 0.637
C 5.204 1.167 1.346 -0.521
C 6.549 1.474 1.322 -0.398
C 7.244 1.690 0.149 -0.459
C 6.528 1.604 -1.030 -0.359
C 5.178 1.325 -1.060 -0.480
N 7.230 1.834 -2.313 1.076
O 8.398 2.129 -2.254 -0.588
O 6.573 1.712 -3.325 -0.614
N 7.270 1.588 2.611 1.047
O 6.593 1.561 3.617 -0.601
O 8.467 1.722 2.561 -0.579
H 4.706 0.992 2.288 0.698
H 8.300 1.921 0.154 0.641
H 4.661 1.290 -2.008 0.771
```

Summary:
- net charge = +2
- HOMO energy (eV) = -13.063

No. 4
Formula: C37H43MnNO2P
Source: the Open Molecules 2025 dataset
Level of theory: ωB97M-V/def2-TZVPD

Structure (XYZ):
```
85
Properties=species:S:1:pos:R:3:lowdin_spin:R:1
O -0.271 -0.430 -5.471 0.000
C -0.141 0.693 -6.396 0.000
C 0.094 -0.121 -7.646 0.000
H 0.731 1.307 -6.180 0.000
H -1.051 1.301 -6.406 0.000
C -0.115 -1.286 -6.655 0.000
H 1.122 -0.061 -8.023 0.000
H -0.639 -0.013 -8.436 0.000
C 1.124 -2.156 -6.625 0.000
H 1.964 -1.619 -6.173 0.000
H 1.397 -2.408 -7.658 0.000
H 0.918 -3.087 -6.093 0.000
C -1.372 -2.102 -6.897 0.000
H -2.276 -1.486 -6.879 0.000
H -1.449 -2.857 -6.107 0.000
H -1.317 -2.610 -7.866 0.000
Mn -0.446 -1.063 0.165 2.991
C -2.831 -0.678 1.284 0.066
C -2.380 0.626 0.979 -0.004
C -1.918 0.650 -0.364 -0.066
H -2.413 1.488 1.647 0.002
C -2.157 -0.654 -0.944 -0.052
C -2.590 -1.515 0.155 -0.106
H -2.916 -2.554 0.043 -0.002
H -3.304 -0.980 2.216 0.004
H -1.600 1.557 -0.874 -0.001
H -2.179 -0.891 -2.001 0.001
C 0.572 -2.891 0.823 -0.040
C -0.344 -3.157 -0.233 -0.062
C 0.044 -2.369 -1.374 -0.044
H -1.133 -3.895 -0.197 0.001
C 1.220 -1.617 -1.014 0.004
C 1.553 -1.970 0.337 -0.054
H 2.444 -1.669 0.874 -0.002
H 0.554 -3.352 1.813 -0.001
H -0.398 -2.407 -2.367 -0.001
H 1.787 -0.960 -1.669 0.005
O 1.434 1.582 -3.894 0.001
C 0.346 1.096 -3.076 0.002
C -0.879 2.003 -3.312 0.000
H 0.684 1.179 -2.019 0.002
H 0.133 0.040 -3.294 0.000
C -0.241 3.349 -3.705 0.000
H -1.489 2.071 -2.419 0.000
H -1.519 1.595 -4.114 0.000
C 1.258 3.025 -3.902 0.000
H -0.358 4.099 -2.925 0.000
H -0.693 3.711 -4.631 0.000
H 1.859 3.428 -3.067 0.000
H 1.683 3.436 -4.829 0.000
N 0.156 -0.134 1.656 0.242
P 0.399 0.192 3.197 0.068
C -0.606 -0.850 4.286 0.015
C -1.903 -0.451 4.656 0.003
C -2.737 -1.347 5.333 0.001
C -2.290 -2.650 5.603 0.003
C -0.970 -3.013 5.309 0.001
C -0.116 -2.104 4.681 0.003
C 2.093 0.058 3.824 0.000
C 2.799 -1.137 3.608 0.001
C 4.090 -1.298 4.104 0.000
C 4.698 -0.267 4.835 0.000
C 4.008 0.927 5.054 0.000
C 2.709 1.085 4.564 0.000
C -0.107 1.819 3.769 0.009
C -0.322 2.154 5.119 0.001
C -0.702 3.457 5.450 0.001
C -0.814 4.424 4.442 0.000
C -0.547 4.096 3.109 0.000
C -0.202 2.790 2.767 0.003
H -2.255 0.556 4.440 0.000
H -3.732 -1.022 5.648 0.000
H -2.964 -3.375 6.068 0.000
H -0.586 -4.000 5.584 0.000
H 0.929 -2.352 4.522 0.000
H 2.325 -1.964 3.073 0.000
H 4.615 -2.238 3.929 0.000
H 5.709 -0.398 5.223 0.000
H 4.480 1.740 5.608 0.000
H 2.180 2.011 4.782 0.000
H -0.197 1.417 5.919 0.000
H -0.914 3.725 6.486 0.000
H -1.111 5.439 4.693 0.000
H -0.614 4.845 2.323 0.000
H -0.010 2.489 1.736 0.002
```

Summary:
- net charge = +1
- <S²> = 4.1264
- HOMO energy (spin up / spin down) (eV) = -10.772 / -10.412
- spin multiplicity = 4